# 1
Formula: C8H18N3O7P2PbSTe
Source: the Open Molecules 2025 dataset
Level of theory: ωB97M-V/def2-TZVPD

The geometry in XYZ format:
```
41
Properties=species:S:1:pos:R:3
Pb 9.419 9.355 8.180
N 8.640 7.331 9.224
C 7.157 7.410 9.364
C 6.648 8.695 10.045
N 7.101 9.919 9.349
C 6.200 10.541 8.331
C 6.227 9.880 6.949
N 7.598 9.685 6.452
H 8.883 6.644 8.491
H 9.117 7.064 10.073
H 6.795 6.538 9.920
H 6.725 7.310 8.354
H 7.068 8.763 11.063
H 5.552 8.639 10.137
H 7.284 10.630 10.047
H 6.518 11.582 8.219
H 5.150 10.526 8.673
H 5.663 10.495 6.259
H 5.761 8.897 7.030
H 7.879 10.376 5.762
H 7.657 8.735 6.005
O 11.638 3.713 7.338
P 11.557 5.315 7.142
O 12.427 5.730 5.977
O 11.807 6.077 8.461
O 9.947 5.515 6.747
P 9.407 6.734 5.718
O 10.032 6.393 4.299
O 7.909 6.674 5.717
O 9.979 8.059 6.293
H 12.473 3.380 6.929
H 10.962 6.121 4.329
Te 12.530 8.293 7.864
C 13.149 8.302 9.804
C 14.522 8.052 10.044
C 14.765 8.025 11.417
C 13.638 8.232 12.192
S 12.196 8.450 11.258
H 15.256 7.852 9.263
H 15.767 7.864 11.839
H 13.543 8.249 13.273
```

Results
charge: +1
electronic energy: -2548.4120 a.u.
energy relative to the best compared isomer or geometry (same formula, charge and spin): 2.49 kcal/mol
orbital gap: 6.5137 eV

---

# 2
Formula: C6H8
Source: the Open Molecules 2025 dataset
Level of theory: ωB97M-V/def2-TZVPD

The geometry in XYZ format:
```
14
Properties=species:S:1:pos:R:3
C 0.521 0.844 0.952
C 1.128 1.974 1.058
C -0.332 -1.344 -2.141
C -0.808 -0.462 -1.315
C -0.539 -0.182 1.570
C 0.300 -0.392 0.270
H 1.697 2.369 0.231
H 0.879 2.750 1.791
H -0.740 -1.565 -3.061
H 0.425 -1.940 -1.882
H -1.602 0.193 -1.372
H -0.326 -0.831 2.474
H -1.610 -0.223 1.508
H 1.008 -1.191 -0.082
```

Results
electronic energy: -233.2294 a.u.
energy relative to the best compared isomer or geometry (same formula, charge and spin): 98.92 kcal/mol
orbital gap: 10.3487 eV

---

# 3
Formula: C35H29BrCoN4O4
Source: the Open Molecules 2025 dataset
Level of theory: ωB97M-V/def2-TZVPD

The geometry in XYZ format:
```
74
Properties=species:S:1:pos:R:3
Co 0.218 0.653 0.393
O 1.059 -2.326 -1.695
C 0.529 -2.393 -2.825
C 1.257 -2.876 -3.979
C 0.673 -3.061 -5.202
C -0.692 -2.795 -5.412
C -1.420 -2.311 -4.344
C -0.862 -2.067 -3.085
C -1.761 -1.542 -2.071
N -1.490 -0.974 -0.965
C -2.619 -0.669 -0.115
C -2.802 0.831 0.120
N -1.544 1.563 0.241
C -1.635 2.829 0.066
C -0.632 3.850 0.240
C -0.932 5.128 -0.252
C -0.075 6.197 -0.117
C 1.139 5.984 0.563
C 1.462 4.760 1.083
C 0.601 3.613 0.953
O 0.912 2.504 1.462
H 2.310 -3.090 -3.826
H 1.277 -3.429 -6.028
H -1.153 -2.956 -6.379
H -2.478 -2.089 -4.477
H -2.829 -1.654 -2.344
H -2.464 -1.166 0.844
H -3.560 -1.061 -0.538
H -3.364 0.972 1.047
H -3.386 1.260 -0.705
H -2.614 3.218 -0.250
H -1.879 5.262 -0.770
H -0.325 7.169 -0.524
H 1.835 6.809 0.680
H 2.398 4.602 1.607
C 2.720 -0.567 1.704
N 2.118 0.101 0.562
C 2.862 0.563 -0.374
C 2.222 1.257 -1.439
C 2.648 1.847 -2.630
C 1.486 2.310 -3.261
C 0.419 1.974 -2.416
N 0.863 1.347 -1.323
C 3.787 -1.583 1.371
C 4.958 -1.649 2.119
C 5.922 -2.615 1.857
C 5.725 -3.525 0.829
C 4.561 -3.455 0.069
C 3.595 -2.495 0.331
H 1.907 -1.049 2.244
H 3.132 0.187 2.386
H 3.945 0.425 -0.356
H 3.664 1.916 -2.989
H 1.415 2.815 -4.212
H -0.637 2.154 -2.563
H 5.115 -0.931 2.918
H 6.829 -2.650 2.450
H 6.475 -4.278 0.614
H 4.402 -4.156 -0.743
H 2.696 -2.424 -0.281
Br -2.584 -0.088 5.984
C -1.623 -1.526 5.182
C -1.547 -2.677 5.959
C -0.870 -3.790 5.491
C -0.270 -3.748 4.240
C -0.350 -2.592 3.483
C -1.019 -1.449 3.931
C -1.052 -0.229 2.981
O -1.853 0.672 3.200
O -0.246 -0.371 2.013
H -2.022 -2.689 6.931
H -0.817 -4.683 6.102
H 0.257 -4.610 3.852
H 0.093 -2.541 2.497
```

Results
charge: -2
electronic energy: -5828.0118 a.u.
energy relative to the best compared isomer or geometry (same formula, charge and spin): 0.00 kcal/mol
orbital gap (spin up / spin down): 5.6238 / 5.6213 eV
2S+1: 2